## one
{"formula": "C4H6NO", "method": "ωB97M-V/def2-TZVPD", "molar_mass_g_mol": 84.098, "spin_multiplicity": 1, "charge": 1, "smiles": "C=C[N+](C)=C=O", "gap_ev": 10.602, "species": ["C", "C", "N", "C", "C", "O", "H", "H", "H", "H", "H", "H"], "xyz": [[-0.100, 1.841, -0.225], [0.380, 0.832, 0.507], [-0.117, -0.437, 0.170], [0.745, -1.584, -0.119], [-1.327, -0.445, -0.028], [-2.466, -0.415, -0.165], [0.028, 2.936, -0.093], [-0.827, 1.634, -0.973], [1.078, 0.950, 1.408], [0.893, -2.079, 0.773], [1.667, -1.007, -0.485], [0.046, -2.227, -0.770]]}

## two
{"formula": "C4H6NO", "method": "ωB97M-V/def2-TZVPD", "molar_mass_g_mol": 84.098, "spin_multiplicity": 1, "charge": 1, "gap_ev": [8.355, 7.456], "species": ["C", "C", "C", "C", "N", "O", "H", "H", "H", "H", "H", "H"], "xyz": [[0.798, 0.209, -0.355], [-0.531, -0.364, -0.406], [1.122, -0.689, -1.534], [-1.677, -0.434, 0.552], [1.192, 0.753, -1.762], [-0.364, -0.996, -1.539], [1.483, 1.686, 1.096], [-2.601, -0.029, -0.012], [-1.430, 0.201, 1.488], [-1.846, -1.600, 0.808], [0.450, 1.267, -2.386], [2.209, 1.164, -1.735]]}

Which of them is the least stable? Correct choice: two.

## one
{"formula": "C2H16O5", "method": "ωB97M-V/def2-TZVPD", "molar_mass_g_mol": 120.145, "spin_multiplicity": 1, "smiles": "CC.O.O.O.O.O", "gap_ev": 11.241, "species": ["C", "C", "H", "H", "H", "H", "H", "H", "O", "H", "H", "O", "H", "H", "O", "H", "H", "O", "H", "H", "O", "H", "H"], "xyz": [[-1.006, -4.315, 1.043], [0.086, -3.319, 1.062], [-0.906, -5.192, 0.383], [-1.903, -4.181, 0.565], [-1.039, -4.645, 2.044], [1.072, -3.600, 1.143], [-0.001, -2.612, 0.078], [-0.085, -2.687, 1.921], [-5.054, 3.743, 1.016], [-5.222, 4.538, 1.555], [-4.547, 3.153, 1.754], [-0.529, 5.448, 0.945], [-1.038, 4.641, 1.061], [0.122, 5.286, 0.308], [6.212, -1.352, -3.589], [6.295, -1.935, -2.861], [5.795, -0.556, -3.137], [0.174, 2.060, 0.422], [-0.338, 1.708, 1.115], [0.741, 2.713, 0.780], [0.265, -0.097, -2.627], [0.643, 0.423, -1.840], [0.262, 0.777, -3.143]]}

## two
{"formula": "C2H16O5", "method": "ωB97M-V/def2-TZVPD", "molar_mass_g_mol": 120.145, "spin_multiplicity": 1, "smiles": "CC.O.O.O.O.O", "gap_ev": 11.190, "species": ["C", "C", "H", "H", "H", "H", "H", "H", "O", "H", "H", "O", "H", "H", "O", "H", "H", "O", "H", "H", "O", "H", "H"], "xyz": [[-1.023, -0.338, -3.071], [-2.135, 0.145, -2.146], [-0.769, -1.387, -2.923], [-0.111, 0.257, -2.942], [-1.284, -0.192, -4.125], [-2.997, -0.516, -2.241], [-1.783, 0.200, -1.121], [-2.496, 1.133, -2.414], [5.041, 4.173, -0.831], [4.370, 4.558, -0.263], [4.663, 3.714, -1.582], [-4.027, -2.026, 2.051], [-3.146, -2.310, 1.780], [-4.297, -2.689, 2.690], [3.042, 1.536, 0.199], [2.653, 0.714, 0.508], [3.681, 1.767, 0.882], [-1.346, -3.450, 1.732], [-0.846, -4.228, 1.999], [-0.788, -2.955, 1.131], [0.134, 0.075, 1.530], [-0.431, 0.799, 1.793], [-0.122, -0.326, 0.701]]}

Which of them is the least stable? Correct choice: one.

## one
{"formula": "C6H10N2O5", "method": "ωB97M-V/def2-TZVPD", "molar_mass_g_mol": 190.155, "spin_multiplicity": 1, "gap_ev": 7.680, "species": ["C", "C", "C", "C", "C", "C", "H", "H", "H", "H", "H", "H", "H", "H", "H", "H", "N", "N", "O", "O", "O", "O", "O"], "xyz": [[-2.829, 0.094, -0.456], [-1.562, -0.453, 0.137], [0.834, 0.391, 0.351], [1.613, 1.712, -0.066], [1.298, -0.878, -0.578], [2.666, -1.451, -0.144], [-5.228, 0.444, 1.101], [-3.040, -2.068, 0.812], [-2.977, 1.161, -0.192], [-2.493, -0.115, -1.545], [-0.822, 1.322, -0.589], [1.108, 0.106, 1.371], [0.441, -1.563, -0.504], [1.277, -0.693, -1.736], [4.092, -1.243, 1.300], [1.488, 3.455, 0.276], [-4.031, -0.663, -0.236], [-0.537, 0.554, 0.041], [-1.463, -1.576, 0.554], [2.771, 1.698, -0.334], [3.521, -1.961, -0.869], [3.081, -1.078, 1.156], [0.791, 2.805, 0.149]]}

## two
{"formula": "C6H10N2O5", "method": "ωB97M-V/def2-TZVPD", "molar_mass_g_mol": 190.155, "spin_multiplicity": 1, "smiles": "NCC(=O)N[C@@H](CC(=O)O)C(=O)O", "gap_ev": 10.066, "species": ["N", "C", "C", "O", "N", "C", "C", "C", "O", "O", "C", "O", "O", "H", "H", "H", "H", "H", "H", "H", "H", "H", "H"], "xyz": [[2.339, -0.785, -3.541], [0.971, -0.596, -2.853], [1.135, -0.565, -1.240], [2.158, -0.367, -0.666], [-0.130, -0.559, -0.629], [-0.309, -0.023, 0.717], [-0.565, 1.483, 0.878], [-0.740, 1.766, 2.390], [-1.586, 2.644, 2.678], [0.155, 0.866, 3.220], [-1.619, -0.827, 1.150], [-2.588, -0.942, 0.383], [-1.611, -1.267, 2.399], [2.731, -1.713, -3.031], [2.888, 0.083, -2.928], [0.350, -1.477, -2.988], [0.554, 0.258, -3.458], [-0.936, -1.007, -1.154], [0.667, -0.330, 1.312], [-1.607, 1.747, 0.369], [0.295, 2.019, 0.449], [0.028, 1.212, 4.212], [-2.580, -1.621, 2.330]]}

Which of them is the least stable? Correct choice: one.

## one
{"formula": "C6H10N2O5", "method": "ωB97M-V/def2-TZVPD", "molar_mass_g_mol": 190.155, "spin_multiplicity": 1, "smiles": "N[C@@H](CC(=O)O)C(=O)NCC(=O)O", "gap_ev": 10.241, "species": ["N", "C", "C", "C", "O", "O", "C", "O", "N", "C", "C", "O", "O", "H", "H", "H", "H", "H", "H", "H", "H", "H", "H"], "xyz": [[2.332, 1.138, 0.718], [0.944, 0.719, 0.676], [0.318, 1.319, -0.569], [0.775, 0.599, -1.867], [0.129, 0.042, -2.733], [2.089, 0.869, -2.092], [0.935, -0.721, 0.728], [1.912, -1.401, 1.152], [-0.231, -1.257, 0.330], [-1.485, -0.775, -0.034], [-2.539, -1.821, 0.600], [-2.266, -2.940, 0.945], [-3.768, -1.330, 0.568], [2.511, 2.172, 0.955], [2.663, 0.509, 1.496], [0.255, 1.066, 1.463], [-0.715, 1.482, -0.627], [0.817, 2.262, -0.613], [2.492, 1.169, -1.281], [-0.193, -2.295, 0.397], [-1.578, -0.479, -1.171], [-1.826, 0.089, 0.664], [-3.571, -0.413, 0.294]]}

## two
{"formula": "C6H10N2O5", "method": "ωB97M-V/def2-TZVPD", "molar_mass_g_mol": 190.155, "spin_multiplicity": 1, "smiles": "NCC(=O)N[C@@H](CC(=O)O)C(=O)O", "gap_ev": 9.987, "species": ["N", "C", "C", "O", "N", "C", "C", "C", "O", "O", "C", "O", "O", "H", "H", "H", "H", "H", "H", "H", "H", "H", "H"], "xyz": [[3.201, -0.548, 1.172], [1.709, -0.501, 0.694], [1.753, -0.275, -0.813], [2.753, -0.674, -1.394], [0.649, 0.424, -1.429], [-0.581, 0.626, -0.633], [-1.000, -0.691, 0.030], [-2.378, -1.130, -0.122], [-3.121, -0.825, -1.067], [-2.678, -2.208, 0.653], [-0.891, 1.868, 0.256], [-1.181, 1.761, 1.393], [-1.243, 2.938, -0.453], [3.510, 0.304, 1.646], [3.656, -0.497, 0.345], [1.196, 0.255, 1.195], [1.359, -1.480, 0.971], [0.890, 1.142, -2.087], [-1.437, 0.753, -1.389], [-0.307, -1.343, -0.419], [-0.755, -0.766, 1.095], [-3.454, -2.651, 0.175], [-1.649, 3.519, 0.182]]}

Which of them is the least stable? Correct choice: two.

## one
{"formula": "C2H5N5", "method": "ωB97M-V/def2-TZVPD", "molar_mass_g_mol": 99.097, "spin_multiplicity": 1, "smiles": "Nc1nn[nH]c1N", "gap_ev": 7.969, "species": ["N", "C", "N", "N", "N", "C", "N", "H", "H", "H", "H", "H"], "xyz": [[1.898, -0.319, 0.127], [0.769, 0.395, 0.012], [0.761, 1.749, -0.131], [-0.504, 2.137, -0.252], [-1.268, 1.031, -0.182], [-0.516, -0.098, -0.002], [-1.044, -1.339, 0.117], [1.885, -1.290, -0.163], [2.761, 0.157, -0.116], [-2.271, 1.124, -0.267], [-2.022, -1.476, 0.358], [-0.449, -2.071, 0.500]]}

## two
{"formula": "C2H5N5", "method": "ωB97M-V/def2-TZVPD", "molar_mass_g_mol": 99.097, "spin_multiplicity": 1, "smiles": "[H]/N=c1/nnn(C)[nH]1", "gap_ev": 8.680, "species": ["H", "N", "C", "N", "N", "N", "C", "N", "H", "H", "H", "H"], "xyz": [[0.507, 3.183, 0.358], [1.204, 2.412, 0.768], [0.920, 1.242, 0.477], [1.792, 0.139, 0.693], [1.212, -1.030, 0.493], [0.109, -0.691, -0.333], [-0.991, -1.617, -0.375], [-0.326, 0.542, 0.020], [-1.374, -1.872, 0.624], [-1.778, -0.895, -1.124], [-0.675, -2.557, -0.882], [-0.600, 1.145, -0.720]]}

Which of them is the least stable? Correct choice: two.